[1]
This record from the Open Molecules 2025 dataset describes a 3-piece molecular cluster, C6H16N2O overall. The level of theory is wB97M-V/def2-TZVPD.

Geometry (Å):
C (2.21, 0.08, 0.21)
C (1.35, 0.38, 1.44)
C (2.67, -1.37, 0.22)
C (1.44, 0.38, -1.07)
H (3.10, 0.73, 0.25)
H (1.08, 1.43, 1.47)
H (1.88, 0.14, 2.35)
H (0.43, -0.21, 1.41)
H (3.31, -1.58, -0.63)
H (3.22, -1.60, 1.13)
H (1.81, -2.03, 0.17)
H (2.06, 0.18, -1.95)
H (1.15, 1.43, -1.11)
H (0.55, -0.24, -1.12)
C (-2.54, 1.08, -1.44)
N (-2.01, 1.03, -0.09)
C (-2.15, -1.43, 0.50)
N (-2.85, -1.12, 1.43)
O (-1.41, -1.73, -0.35)
H (-1.08, 1.43, -0.05)
H (-3.51, -1.63, 1.97)
H (-2.65, 1.42, 0.62)
H (-3.57, 0.73, -1.42)
H (-1.96, 0.41, -2.07)
H (-2.54, 2.09, -1.88)

Its SMILES is CC(C)C.N=C=O.CN. The HOMO energy comes out at -9.02 eV. The calculation puts the HOMO-LUMO gap at 9.9 eV. The net charge is 0. As for the energy above the lowest of the compared OMol25 structures with the same formula, charge and spin: 1.0125 eV.

=====

[2]
This record from the Open Molecules 2025 dataset describes a 2-piece molecular cluster, C6H16N2O overall. The level of theory is wB97M-V/def2-TZVPD.

Geometry (Å):
C (-1.57, -0.13, -0.19)
C (-0.83, -0.12, 1.26)
C (-1.05, -1.20, -1.15)
C (0.56, 0.44, 1.61)
C (-0.85, -1.57, 1.76)
O (-1.66, 1.13, -0.81)
H (-0.94, 1.23, -1.49)
H (-2.60, -0.40, 0.09)
H (-1.53, 0.45, 1.88)
H (-1.54, -1.07, -2.12)
H (-1.30, -2.19, -0.79)
H (0.02, -1.16, -1.30)
H (1.36, -0.07, 1.07)
H (0.62, 1.51, 1.45)
H (0.72, 0.27, 2.68)
H (-0.08, -2.15, 1.25)
H (-1.81, -2.04, 1.59)
H (-0.65, -1.61, 2.83)
N (1.02, 1.44, -1.10)
C (2.06, 0.78, -1.69)
N (3.21, 1.22, -1.96)
H (1.21, 2.38, -0.79)
H (0.41, 0.92, -0.47)
H (3.35, 2.20, -1.70)
H (1.87, -0.27, -1.90)

Its SMILES is CC(C)[C@H](C)O.[H]/N=C\N. The HOMO energy comes out at -9.56 eV. The calculation puts the HOMO-LUMO gap at 10.4 eV. The net charge is 0. As for the energy above the lowest of the compared OMol25 structures with the same formula, charge and spin: 1.7225 eV.